[1]
{"formula": "ClH3N3P3", "method": "ωB97M-V/def2-TZVPD", "energy_ev": -44908.13864, "lumo_energy_ev": -0.560, "relative_energy_ev": 0.986, "elements": ["Cl", "P", "P", "P", "N", "N", "N", "H", "H", "H"], "xyz": [[0.46, -0.11, 3.22], [0.83, 0.84, -1.26], [0.51, -1.06, 1.40], [-1.85, -0.66, -0.30], [1.10, 0.93, 0.36], [-1.05, -1.10, 0.98], [-0.92, -0.04, -1.47], [1.64, -0.40, -1.34], [0.56, 1.69, 0.81], [-1.27, -0.09, -2.40]]}

[2]
{"formula": "ClH3NO2P", "method": "ωB97M-V/def2-TZVPD", "energy_ev": -27446.67113, "lumo_energy_ev": -0.220, "relative_energy_ev": 0.176, "elements": ["Cl", "P", "O", "O", "N", "H", "H", "H"], "xyz": [[-1.85, 1.23, -0.49], [0.41, -1.52, -0.88], [1.42, -2.52, -0.90], [-0.57, -1.12, -1.93], [0.52, -0.46, 0.37], [-1.50, 0.45, -1.44], [-0.10, 0.27, 0.46], [1.14, -0.48, 1.26]]}

[3]
{"formula": "ClH3NOP", "method": "ωB97M-V/def2-TZVPD", "energy_ev": -25398.12152, "lumo_energy_ev": 0.409, "relative_energy_ev": 0.831, "elements": ["Cl", "P", "O", "N", "H", "H", "H"], "xyz": [[-1.81, -1.72, -0.20], [1.33, -0.36, -0.05], [1.50, -0.13, -1.47], [0.65, 1.03, 0.50], [-3.00, -1.78, 0.00], [0.78, 1.73, -0.20], [0.54, 1.22, 1.42]]}

[4]
{"formula": "ClH4N2OP", "method": "ωB97M-V/def2-TZVPD", "energy_ev": -26902.06281, "lumo_energy_ev": -0.137, "relative_energy_ev": 4.309, "elements": ["Cl", "P", "O", "N", "N", "H", "H", "H", "H"], "xyz": [[1.27, -2.13, -1.14], [-0.91, -0.50, 0.29], [-0.66, 0.30, 1.64], [0.78, -1.19, 0.22], [-0.30, 1.48, -0.73], [-1.11, 1.87, -1.24], [-0.10, 1.09, 1.43], [0.23, 0.95, -1.45], [0.80, -1.86, 0.98]]}

[5]
{"formula": "ClH4N2OP", "method": "ωB97M-V/def2-TZVPD", "energy_ev": -26903.50447, "lumo_energy_ev": 0.509, "relative_energy_ev": 2.867, "elements": ["Cl", "P", "O", "N", "N", "H", "H", "H", "H"], "xyz": [[2.88, -0.01, -0.03], [0.01, -0.49, -0.79], [-0.74, -1.68, -0.06], [1.24, -0.23, 0.47], [-0.94, 0.82, -0.56], [1.20, 0.44, 1.18], [-0.86, 1.58, -1.23], [-1.22, -1.34, 0.76], [-1.57, 0.91, 0.25]]}

[6]
{"formula": "ClH4N3", "method": "ωB97M-V/def2-TZVPD", "energy_ev": -17055.95635, "lumo_energy_ev": 0.824, "relative_energy_ev": 0.104, "elements": ["Cl", "N", "N", "N", "H", "H", "H", "H"], "xyz": [[2.53, -0.04, 0.00], [-1.10, -0.16, 0.00], [-0.77, 1.09, 0.09], [-0.21, -1.01, 0.07], [-0.51, -1.99, -0.22], [1.36, -0.82, 0.28], [-1.51, 1.69, -0.30], [0.21, 1.24, 0.08]]}

[7]
{"formula": "ClH4NSi", "method": "ωB97M-V/def2-TZVPD", "energy_ev": -21953.84826, "lumo_energy_ev": [0.135, 0.135], "relative_energy_ev": 2.976, "elements": ["Cl", "Si", "N", "H", "H", "H", "H"], "xyz": [[-0.42, 0.78, -2.23], [-0.85, -0.07, -0.50], [-0.40, -1.58, -0.10], [-1.03, -2.02, 0.55], [1.87, 0.60, 1.28], [2.32, 1.25, 1.06], [-1.49, 1.04, -0.06]]}

[8]
{"formula": "ClH5N3OP", "method": "ωB97M-V/def2-TZVPD", "energy_ev": -28410.10037, "lumo_energy_ev": 0.297, "relative_energy_ev": 1.874, "elements": ["Cl", "P", "O", "N", "N", "N", "H", "H", "H", "H", "H"], "xyz": [[1.06, -2.12, -0.11], [0.06, -0.15, -0.25], [-1.04, -0.58, -1.32], [1.19, 0.65, -1.24], [-0.31, 0.67, 0.99], [-1.10, 0.37, 2.11], [-0.61, 0.68, 2.89], [-0.62, -1.23, -2.04], [1.11, 0.20, -2.11], [2.15, 0.67, -0.97], [-1.90, 0.86, 2.06]]}

[9]
{"formula": "ClH5N3OP", "method": "ωB97M-V/def2-TZVPD", "multiplicity": 3, "energy_ev": -28405.13623, "lumo_energy_ev": [0.687, -4.266], "relative_energy_ev": 0.000, "elements": ["Cl", "P", "O", "N", "N", "N", "H", "H", "H", "H", "H"], "xyz": [[3.19, -0.35, 0.00], [-0.44, 1.00, 0.04], [-1.73, 1.60, 0.02], [1.02, 1.59, -0.12], [-0.43, -0.67, -0.10], [-1.41, -1.67, 0.04], [1.18, 2.48, 0.35], [2.26, 0.54, -0.05], [-2.00, -1.84, -0.76], [0.34, -1.24, -0.31], [-1.96, -1.45, 0.90]]}

[10]
{"formula": "ClH5N3P", "method": "ωB97M-V/def2-TZVPD", "energy_ev": -26361.52968, "lumo_energy_ev": [-0.498, -0.497], "relative_energy_ev": 2.140, "elements": ["Cl", "P", "N", "N", "N", "H", "H", "H", "H", "H"], "xyz": [[-2.14, -0.74, -0.05], [-0.31, 0.30, -0.22], [-0.11, 1.40, -1.31], [-0.25, 0.94, 1.23], [1.36, -1.43, -0.08], [0.49, 1.67, 1.42], [0.77, -2.11, 0.31], [-0.43, 1.19, -2.29], [1.05, -1.53, -1.12], [-0.44, 0.33, 2.10]]}

[11]
{"formula": "ClH8O4", "method": "ωB97M-V/def2-TZVPD", "energy_ev": -20841.86633, "lumo_energy_ev": 4.237, "relative_energy_ev": 4.037, "total_charge": -1, "elements": ["Cl", "O", "O", "O", "O", "H", "H", "H", "H", "H", "H", "H", "H"], "xyz": [[-14.37, 11.89, -6.18], [-13.23, 9.66, -5.59], [-16.15, 11.31, -4.55], [-14.90, 13.82, -4.58], [-15.47, 11.31, -8.28], [-16.36, 11.04, -8.06], [-15.41, 11.46, -5.14], [-13.74, 10.46, -5.70], [-12.50, 9.91, -5.03], [-15.13, 11.68, -7.46], [-15.29, 14.43, -5.21], [-16.23, 10.36, -4.51], [-14.71, 13.03, -5.08]]}

[12]
{"formula": "ClHN2O4S", "method": "ωB97M-V/def2-TZVPD", "energy_ev": -34539.11580, "lumo_energy_ev": 0.062, "relative_energy_ev": 0.000, "elements": ["Cl", "S", "O", "O", "O", "O", "N", "N", "H"], "xyz": [[2.94, 0.28, 0.03], [1.15, -0.56, 0.04], [0.39, 0.89, -0.12], [1.02, -1.33, -1.13], [-1.60, 1.84, 0.06], [0.90, -1.08, 1.33], [-1.39, -0.36, -0.11], [-1.03, 0.80, -0.05], [-2.39, -0.49, -0.05]]}

[13]
{"formula": "ClHNO2P", "method": "ωB97M-V/def2-TZVPD", "energy_ev": -27408.16201, "lumo_energy_ev": [-1.660, -1.379], "relative_energy_ev": 2.252, "elements": ["Cl", "P", "O", "O", "N", "H"], "xyz": [[1.71, 1.85, -0.34], [1.53, 0.22, 0.77], [-2.10, 0.59, -0.08], [-1.63, -1.56, -0.16], [-1.45, -0.40, 0.04], [1.93, -0.70, -0.22]]}

[14]
{"formula": "ClHNO2P", "method": "ωB97M-V/def2-TZVPD", "energy_ev": -27409.14895, "lumo_energy_ev": -1.550, "relative_energy_ev": 1.265, "elements": ["Cl", "P", "O", "O", "N", "H"], "xyz": [[1.51, -1.48, -0.53], [-0.02, -0.63, 0.94], [0.62, 1.77, 0.21], [-1.00, 1.00, -1.00], [-0.18, 0.93, -0.09], [-0.92, -1.58, 0.47]]}

[15]
{"formula": "ClHNO2P", "method": "ωB97M-V/def2-TZVPD", "energy_ev": -27409.05113, "lumo_energy_ev": -1.762, "relative_energy_ev": 1.363, "elements": ["Cl", "P", "O", "O", "N", "H"], "xyz": [[2.41, -0.37, 1.05], [1.00, 0.49, -0.54], [-0.67, -1.35, -1.55], [1.34, -1.39, -2.35], [0.48, -0.93, -1.62], [-0.26, 0.69, 0.02]]}

[16]
{"formula": "ClHNO2P", "method": "ωB97M-V/def2-TZVPD", "energy_ev": -27407.13891, "lumo_energy_ev": -1.392, "relative_energy_ev": 3.275, "elements": ["Cl", "P", "O", "O", "N", "H"], "xyz": [[-1.64, 0.50, 1.77], [-0.28, 0.06, 0.46], [1.17, -0.26, -0.96], [-0.97, -0.45, -0.75], [0.96, -1.05, -0.11], [0.76, 1.21, -0.41]]}

[17]
{"formula": "ClHS2", "method": "ωB97M-V/def2-TZVPD", "energy_ev": -34206.61282, "lumo_energy_ev": -3.459, "relative_energy_ev": 2.413, "elements": ["Cl", "S", "S", "H"], "xyz": [[1.86, -0.29, -0.26], [-1.21, 1.08, -0.23], [-1.97, -0.99, -0.21], [1.32, 0.20, 0.71]]}

[18]
{"formula": "ClHg4O12S2", "method": "ωB97M-V/def2-TZVPD", "energy_ev": -75404.85690, "lumo_energy_ev": -15.060, "total_charge": 3, "elements": ["Hg", "Hg", "Hg", "Hg", "Cl", "S", "S", "O", "O", "O", "O", "O", "O", "O", "O", "O", "O", "O", "O"], "xyz": [[16.02, 16.44, 5.07], [12.31, 14.68, 5.66], [12.05, 15.14, 0.21], [15.67, 11.94, 1.20], [12.19, 18.41, 4.09], [10.49, 18.33, 0.03], [14.08, 14.86, 2.60], [11.30, 18.89, 3.15], [11.37, 19.32, 0.48], [13.10, 14.54, 3.66], [9.17, 18.48, 0.74], [14.83, 13.62, 2.13], [15.10, 15.50, 3.45], [13.45, 18.64, 3.47], [11.84, 17.09, 4.24], [10.36, 18.43, -1.48], [11.05, 16.93, 0.23], [13.40, 15.66, 1.56], [11.90, 19.29, 5.24]]}

[19]
{"formula": "ClIMnO4", "method": "ωB97M-V/def2-TZVPD", "multiplicity": 6, "energy_ev": -60120.49012, "lumo_energy_ev": [-4.940, -4.767], "elements": ["I", "Mn", "Cl", "O", "O", "O", "O"], "xyz": [[1.56, 5.43, 0.17], [-0.39, 2.30, -0.44], [-0.24, -1.64, 0.05], [-1.48, -0.97, 0.05], [0.12, -1.57, -1.23], [-0.12, -2.94, 0.67], [0.54, -0.61, 0.72]]}

[20]
{"formula": "ClInO12P3Y3", "method": "ωB97M-V/def2-TZVPD", "energy_ev": -73254.75918, "lumo_energy_ev": -12.464, "total_charge": 2, "elements": ["In", "Y", "Y", "Y", "Cl", "P", "P", "P", "O", "O", "O", "O", "O", "O", "O", "O", "O", "O", "O", "O"], "xyz": [[0.30, -2.92, 2.25], [2.55, 1.00, 1.79], [-3.10, -0.37, -0.50], [-0.34, 1.62, -2.41], [0.66, -0.04, -4.63], [-3.23, 1.89, -2.12], [-0.23, -0.36, -0.18], [3.62, -1.55, 3.01], [4.72, -0.97, 3.77], [-1.20, -1.43, 0.18], [-2.09, 2.82, -1.97], [-4.42, 2.36, -2.86], [2.31, -0.51, 3.30], [3.89, -0.99, 1.56], [-4.02, 1.67, -0.90], [0.13, -0.36, -1.74], [3.35, -3.05, 3.26], [0.90, -0.25, 0.89], [-2.54, 0.62, -2.43], [-1.24, 0.82, -0.27]]}